No. 1
{
  "formula": "C25H39NO11",
  "method": "the ωB97M-V functional and the def2-TZVPD basis",
  "symbols": ["C", "C", "O", "C", "O", "C", "C", "C", "C", "C", "O", "N", "O", "O", "C", "O", "O", "C", "O", "C", "O", "C", "C", "C", "C", "C", "C", "H", "H", "H", "H", "H", "H", "H", "H", "H", "H", "H", "H", "H", "H", "H", "H", "H", "H", "H", "C", "C", "O", "C", "C", "H", "H", "H", "H", "H", "H", "H", "H", "H", "H", "C", "C", "O", "C", "C", "H", "H", "H", "H", "H", "H", "H", "H", "H", "H"],
  "positions_angstrom": [[3.9521, -1.7647, -0.3168], [4.6199, -0.6339, -1.0767], [4.5602, 0.6506, -0.3992], [3.4401, 0.9096, 0.3092], [2.3382, 0.6773, -0.1113], [3.6950, 1.5239, 1.6555], [2.7106, 2.6358, 2.0281], [2.8612, 3.9816, 1.3061], [2.4022, 4.0950, -0.1522], [3.4827, 3.7135, -1.1883], [2.9079, 3.0060, -2.2857], [3.8724, 2.2127, -2.9268], [3.3784, 1.5542, -3.7480], [2.2468, 5.5514, -0.3296], [1.2072, 5.8099, -1.1469], [1.0297, 6.8281, -1.7268], [0.3874, 4.7359, -1.1923], [0.9797, 3.6278, -0.5335], [0.2158, 3.3045, 0.5951], [-1.0264, 2.7226, 0.3693], [-2.0152, 3.3495, 0.5830], [-1.0524, 1.2666, 0.0313], [-0.6236, 0.7399, -1.1823], [-0.7264, -0.6204, -1.4249], [-1.2596, -1.4618, -0.4605], [-1.6706, -0.9436, 0.7586], [-1.5737, 0.4161, 1.0019], [4.4119, -2.7029, -0.6248], [2.8868, -1.8185, -0.5265], [4.0976, -1.6607, 0.7592], [5.6841, -0.8333, -1.1745], [4.1973, -0.5141, -2.0733], [4.7391, 1.8162, 1.7654], [3.5383, 0.7036, 2.3639], [2.8672, 2.8395, 3.0895], [1.7051, 2.2435, 1.9384], [2.2716, 4.7164, 1.8498], [3.9099, 4.2842, 1.3387], [4.2767, 3.1243, -0.7301], [3.9299, 4.6383, -1.5495], [0.9502, 2.8167, -1.2480], [-0.2133, 1.3723, -1.9570], [-0.4055, -0.9983, -2.3860], [-1.3535, -2.5182, -0.6727], [-2.0947, -1.5804, 1.5240], [-1.9048, 0.8189, 1.9502], [-3.1807, -4.3360, 5.8271], [-2.0548, -3.7907, 4.9651], [-2.2174, -2.4349, 4.5908], [-2.2864, -1.4993, 5.6513], [-1.0487, -1.4657, 6.5317], [-4.1420, -4.2038, 5.3293], [-3.0259, -5.3993, 6.0126], [-3.2339, -3.8369, 6.7956], [-2.0173, -4.3408, 4.0245], [-1.0877, -3.9415, 5.4583], [-3.1832, -1.6692, 6.2578], [-2.4158, -0.5311, 5.1668], [-0.9007, -2.4049, 7.0664], [-1.1429, -0.6737, 7.2751], [-0.1580, -1.2779, 5.9305], [-3.4047, -3.8139, -6.1788], [-3.3591, -3.3708, -4.7262], [-2.4762, -2.2931, -4.4768], [-2.7555, -1.0883, -5.1684], [-4.1200, -0.4987, -4.8553], [-2.4047, -4.0674, -6.5331], [-4.0449, -4.6907, -6.2807], [-3.8039, -3.0367, -6.8317], [-2.9881, -4.1888, -4.1079], [-4.3671, -3.1349, -4.3666], [-2.6340, -1.2276, -6.2487], [-1.9814, -0.3876, -4.8538], [-4.9323, -1.1481, -5.1848], [-4.2367, 0.4597, -5.3618], [-4.2295, -0.3431, -3.7812]],
  "de_lowest_ev": 1.205,
  "homo_ev": -9.42,
  "multiplicity": 1,
  "e_tot_ha": -1858.293679
}

No. 2
{
  "formula": "C25H40As2IrN2Se",
  "method": "the ωB97M-V functional and the def2-TZVPD basis",
  "symbols": ["Ir", "C", "As", "C", "C", "C", "C", "C", "C", "C", "As", "C", "C", "H", "H", "H", "H", "H", "H", "H", "H", "H", "H", "H", "H", "H", "H", "H", "H", "C", "C", "N", "C", "C", "N", "C", "C", "H", "H", "H", "H", "H", "H", "H", "H", "H", "H", "H", "H", "H", "C", "C", "C", "C", "C", "C", "Se", "C", "C", "C", "H", "H", "H", "H", "H", "H", "H", "H", "H", "H", "H"],
  "positions_angstrom": [[0.1190, -0.3842, -0.3590], [2.4794, -2.0719, -2.5817], [1.7724, -2.0703, -0.7899], [3.3296, -1.9820, 0.3412], [0.8992, -3.7622, -0.5100], [1.5874, -4.9293, -0.2054], [0.8786, -6.1179, -0.0547], [-0.5005, -6.1392, -0.2110], [-1.1925, -4.9725, -0.5232], [-0.4880, -3.7846, -0.6705], [-1.3239, -2.1222, -1.1530], [-3.1197, -2.1230, -0.4559], [-1.5410, -2.0970, -3.0692], [3.1300, -2.9443, -2.6612], [3.0575, -1.1661, -2.7560], [1.6796, -2.1558, -3.3125], [3.9475, -2.8549, 0.1263], [3.0695, -1.9851, 1.3971], [3.8993, -1.0872, 0.0941], [2.6646, -4.9375, -0.0909], [1.4093, -7.0310, 0.1804], [-1.0423, -7.0688, -0.0968], [-2.2671, -5.0124, -0.6554], [-3.6712, -2.9077, -0.9760], [-3.5969, -1.1676, -0.6689], [-3.1342, -2.3326, 0.6116], [-1.9258, -3.0741, -3.3635], [-0.5930, -1.9135, -3.5675], [-2.2574, -1.3236, -3.3421], [0.7595, 0.1822, 4.0601], [0.8906, 0.2755, 2.5223], [-0.1659, -0.5298, 1.8398], [-1.4975, 0.0169, 2.2283], [-1.6771, 0.0050, 3.7647], [-0.4617, -0.6294, 4.3722], [-0.2929, -2.0247, 3.8537], [-0.0803, -1.9390, 2.3261], [0.6359, 1.1603, 4.5205], [1.6116, -0.3123, 4.5223], [1.8627, -0.0910, 2.1990], [0.7912, 1.3074, 2.1925], [-2.2639, -0.5841, 1.7450], [-1.5739, 1.0332, 1.8471], [-2.5450, -0.5738, 4.0743], [-1.7655, 1.0077, 4.1781], [-0.5832, -0.6664, 5.3881], [-1.1844, -2.5892, 4.1201], [0.5603, -2.4664, 4.3648], [-0.8327, -2.5263, 1.8039], [0.8942, -2.3366, 2.0528], [-0.0888, 7.7008, -2.6276], [-0.0749, 6.2951, -2.2034], [-1.2754, 5.5424, -2.1475], [-1.2831, 4.2314, -1.7836], [-2.5532, 3.4521, -1.7707], [0.0014, 3.6200, -1.4189], [0.0232, 1.8384, -1.0199], [1.2493, 4.3758, -1.4789], [2.5847, 3.7909, -1.1633], [1.1618, 5.6827, -1.8622], [-1.0858, 8.0983, -2.7896], [0.4911, 7.7948, -3.5586], [0.4525, 8.3205, -1.9024], [-2.1988, 6.0386, -2.4179], [-3.3860, 4.0861, -2.0638], [-2.7601, 3.0482, -0.7775], [-2.5008, 2.6113, -2.4660], [2.5361, 2.7631, -0.8164], [3.0828, 4.3984, -0.4061], [3.2139, 3.8222, -2.0557], [2.0587, 6.2885, -1.9220]],
  "charge": 4,
  "s2": 0.927,
  "de_lowest_ev": 0.488,
  "homo_ev": [-19.55, -19.79],
  "multiplicity": 2,
  "e_tot_ha": -8061.920160
}

No. 3
{
  "formula": "C25H40BFeN7Se",
  "method": "the ωB97M-V functional and the def2-TZVPD basis",
  "symbols": ["Fe", "C", "C", "C", "C", "N", "N", "B", "N", "N", "C", "C", "C", "C", "C", "C", "C", "C", "N", "N", "C", "C", "C", "C", "C", "C", "C", "C", "C", "C", "C", "C", "H", "H", "H", "H", "H", "H", "H", "H", "H", "H", "H", "H", "H", "H", "H", "H", "H", "H", "H", "H", "H", "H", "H", "H", "H", "H", "H", "H", "H", "H", "H", "H", "H", "H", "H", "H", "H", "H", "H", "H", "Se", "C", "N"],
  "positions_angstrom": [[-0.6937, -0.4470, -0.4322], [1.1144, 1.2237, 4.3767], [0.3472, 0.2778, 3.5145], [-0.4237, -0.8043, 3.8823], [-0.9028, -1.3591, 2.6846], [-0.4604, -0.6298, 1.6600], [0.3118, 0.3663, 2.1739], [1.1698, 1.2321, 1.2348], [0.3076, 2.1689, 0.3709], [-0.4631, 1.6529, -0.6255], [-0.9030, 2.6767, -1.3575], [-0.4257, 3.8753, -0.8028], [0.3428, 3.5095, 0.2812], [1.1082, 4.3731, 1.2275], [-1.7789, 2.5497, -2.5837], [-1.6110, 1.1909, -3.2615], [-3.2444, 2.7627, -2.1806], [-1.3700, 3.6299, -3.5934], [1.9825, 0.2880, 0.2866], [1.3411, -0.5612, -0.5610], [2.2665, -1.2374, -1.2413], [3.5332, -0.8186, -0.8281], [3.3068, 0.1475, 0.1397], [4.2955, 0.9398, 0.9278], [1.8971, -2.2759, -2.2764], [1.0663, -1.6285, -3.3887], [3.1681, -2.8719, -2.8788], [1.0770, -3.3923, -1.6222], [-1.7848, -2.5805, 2.5554], [-3.2489, -2.1681, 2.7613], [-1.6162, -3.2599, 1.1974], [-1.3859, -3.5913, 3.6381], [0.8861, 1.0235, 5.4218], [2.1905, 1.1143, 4.2345], [0.8568, 2.2605, 4.1607], [-0.6016, -1.1470, 4.8868], [1.9226, 1.8893, 1.8909], [-0.6028, 4.8793, -1.1476], [0.8799, 5.4178, 1.0255], [0.8490, 4.1584, 2.2641], [2.1846, 4.2311, 1.1201], [-1.9979, 0.3757, -2.6508], [-2.1738, 1.1802, -4.1973], [-0.5609, 1.0058, -3.4981], [-3.5621, 2.0436, -1.4254], [-3.3898, 3.7654, -1.7736], [-3.8937, 2.6485, -3.0518], [-0.3351, 3.4967, -3.9158], [-2.0146, 3.5688, -4.4724], [-1.4715, 4.6331, -3.1793], [4.4915, -1.1627, -1.1767], [5.3043, 0.6538, 0.6367], [4.1768, 2.0097, 0.7542], [4.1828, 0.7651, 1.9981], [1.6057, -0.8018, -3.8553], [0.8253, -2.3653, -4.1577], [0.1209, -1.2360, -3.0077], [3.7721, -2.1045, -3.3667], [3.7795, -3.3551, -2.1144], [2.9064, -3.6222, -3.6265], [0.1317, -3.0165, -1.2244], [0.8360, -4.1638, -2.3564], [1.6243, -3.8544, -0.7982], [-3.5582, -1.4123, 2.0390], [-3.9030, -3.0354, 2.6455], [-3.3964, -1.7584, 3.7625], [-1.9982, -2.6478, 0.3809], [-0.5668, -3.5025, 1.0152], [-2.1841, -4.1925, 1.1851], [-1.4884, -3.1748, 4.6403], [-2.0354, -4.4666, 3.5761], [-0.3525, -3.9199, 3.5090], [-5.4355, -0.1842, -0.1880], [-3.7294, -0.5075, -0.5108], [-2.5981, -0.7284, -0.7313]],
  "s2": 6.011,
  "de_lowest_ev": 0.000,
  "homo_ev": [-7.75, -7.80],
  "multiplicity": 5,
  "e_tot_ha": -5050.099067
}